{"formula": "C2H3NO", "method": "ωB97M-V/def2-TZVPD", "elements": ["C", "C", "N", "O", "H", "H", "H"], "positions_angstrom": [[-2.14366, -0.71908, -0.29343], [-1.24537, 0.03786, 0.13113], [2.10564, 0.37516, -0.10974], [-0.49379, 0.78456, 0.54129], [-2.82765, -1.19362, -1.02218], [1.83479, -0.32977, 0.57222], [2.77003, 1.04490, 0.18073]], "forces_ev_per_a": [[-1.98, -1.98, -1.31], [-2.00, -1.23, -1.53], [-1.29, -1.13, -1.77], [2.86, 2.58, 1.90], [0.97, 0.69, 1.00], [0.52, 0.42, 0.52], [0.92, 0.65, 1.19]], "nbo_charge": [-0.34, 0.50, -0.61, -0.41, 0.25, 0.30, 0.30], "relative_energy_kcal_mol": 123.6, "gap_ev": [9.4, 7.3], "homo_ha": [-0.3622, -0.3444], "lumo_ev": [-0.43, -2.05], "total_energy_ha": -207.80069, "fmax_ev_per_a": 4.3, "mol_weight_g_mol": 57.05}